(A)
Formula: C3H6ClNO
Source: the OMol25 dataset
Level of theory: ωB97M-V/def2-TZVPD

Last column: natural (NBO) charge in e.
Cartesian coordinates (Å):
1 H -2.09 1.80 0.91  0.37
2 N -1.20 1.61 0.49  -0.64
3 C -1.11 0.55 -0.10  0.28
4 Cl -2.49 -0.35 -0.71  -0.06
5 C 0.30 -0.06 -0.60  0.06
6 C 0.77 -1.17 0.36  -0.66
7 O 1.24 0.93 -0.78  -0.71
8 H 0.17 -0.55 -1.57  0.20
9 H 0.56 -0.96 1.42  0.21
10 H 0.54 -2.21 0.13  0.23
11 H 1.86 -1.11 0.45  0.23
12 H 1.46 1.52 -0.01  0.49

- Structure (SMILES): [H]/N=C(\Cl)[C@H](C)O
- Charge: 0
- Frontier orbital gap: 11.16 eV
- HOMO level: -10.29 eV

(B)
Formula: C3H6ClNO
Source: the OMol25 dataset
Level of theory: ωB97M-V/def2-TZVPD

Last column: natural (NBO) charge in e.
Cartesian coordinates (Å):
1 C -1.29 -0.24 -0.15  0.39
2 N -0.33 0.24 -0.76  -0.47
3 C 0.90 -0.25 -0.20  -0.29
4 C 0.40 -1.29 0.84  -0.10
5 O -1.00 -1.12 0.87  -0.51
6 H -2.30 -0.12 -0.24  0.19
7 H 1.49 0.48 0.42  0.22
8 H 1.48 -0.82 -1.11  0.22
9 H 0.65 -2.46 0.49  0.16
10 H 0.90 -1.27 1.88  0.20
11 Cl -0.71 2.86 -1.02  -0.24
12 H -0.20 3.99 -1.02  0.24

- Structure (SMILES): C1=NCCO1.Cl
- Charge: 0
- Frontier orbital gap: 10.34 eV
- HOMO level: -9.45 eV

Stability ranking, top and bottom: (A) is the most stable and (B) is the least stable.

(A)
Formula: CHN3OS
Source: the OMol25 dataset
Level of theory: ωB97M-V/def2-TZVPD

Last column: natural (NBO) charge in e.
Cartesian coordinates (Å):
1 O -1.46 2.13 0.02  -0.51
2 C -1.72 0.99 0.02  0.42
3 N -0.40 -0.20 0.06  -0.48
4 N -0.89 -1.37 0.04  0.07
5 N -2.09 -1.55 0.01  -0.33
6 S -3.04 -0.07 -0.02  0.43
7 H 0.58 0.01 -0.01  0.41

- Structure (SMILES): O=c1[nH]nns1
- Charge: 0
- Frontier orbital gap: 10.62 eV
- HOMO level: -9.87 eV

(B)
Formula: CHN3OS
Source: the OMol25 dataset
Level of theory: ωB97M-V/def2-TZVPD

Last column: natural (NBO) charge in e.
Cartesian coordinates (Å):
1 S 2.36 -0.31 -0.02  -0.11
2 C 0.73 -0.23 -0.02  0.29
3 N -0.16 0.75 0.02  -0.43
4 N -1.44 0.31 -0.04  -0.01
5 N -1.45 -0.93 -0.03  0.13
6 O -0.14 -1.33 0.03  -0.32
7 H 0.11 1.74 0.06  0.44

- Structure (SMILES): S=c1[nH]nno1
- Charge: 0
- Frontier orbital gap: 9.76 eV
- HOMO level: -9.42 eV

Stability ranking, top and bottom: (A) is the most stable and (B) is the least stable.

(A)
Formula: CH2FNOS
Source: the OMol25 dataset
Level of theory: ωB97M-V/def2-TZVPD

Last column: natural (NBO) charge in e.
Cartesian coordinates (Å):
1 O -0.87 1.24 0.70  -0.56
2 C -0.24 0.26 0.83  0.95
3 F -0.06 -0.42 2.10  -0.38
4 N 0.23 -0.51 -0.13  -0.77
5 S 0.14 -0.22 -1.79  0.23
6 H 0.63 -1.37 0.00  0.42
7 H 0.16 1.01 -1.71  0.10

- Structure (SMILES): O=C(F)NS
- Charge: 0
- Frontier orbital gap: 9.95 eV
- HOMO level: -9.57 eV

(B)
Formula: CH2FNOS
Source: the OMol25 dataset
Level of theory: ωB97M-V/def2-TZVPD

Last column: natural (NBO) charge in e.
Cartesian coordinates (Å):
1 O -1.72 -1.04 0.50  -0.59
2 C -0.78 -1.19 -0.22  0.94
3 F -0.60 -2.27 -1.01  -0.34
4 N 0.31 -0.43 -0.37  -0.80
5 S 0.28 1.06 0.40  0.17
6 H 1.13 -0.72 -0.99  0.45
7 H -0.79 0.62 1.13  0.17

- Structure (SMILES): O=C(F)NS
- Charge: 0
- Frontier orbital gap: 9.48 eV
- HOMO level: -9.09 eV

Stability ranking, top and bottom: (B) is the most stable and (A) is the least stable.

(A)
Formula: C4H15N3O
Source: the OMol25 dataset
Level of theory: ωB97M-V/def2-TZVPD

Last column: natural (NBO) charge in e.
Cartesian coordinates (Å):
1 C -0.95 -0.17 -1.03  -0.28
2 N -1.71 0.68 -0.15  -0.52
3 C -0.57 2.04 0.25  -0.44
4 C 0.26 1.60 1.52  -0.22
5 N 1.68 1.23 1.39  -0.78
6 C -1.35 -1.62 -0.92  -0.22
7 N -0.37 -2.37 -1.71  -0.82
8 H -0.76 0.10 -2.10  0.18
9 H 0.08 -0.18 -0.62  0.16
10 H -1.35 1.71 -0.65  0.37
11 H 0.29 2.26 -0.38  0.22
12 H -0.81 3.05 0.58  0.24
13 H -0.22 0.64 1.86  0.23
14 H 0.17 2.38 2.28  0.20
15 H 2.12 1.41 2.29  0.38
16 H 2.24 0.46 -0.59  0.39
17 H -1.34 -1.83 0.14  0.17
18 H -2.36 -1.87 -1.30  0.19
19 H 0.48 -2.29 -1.11  0.36
20 H -0.50 -3.38 -1.57  0.35
21 H 1.81 0.20 1.20  0.41
22 H 2.17 -0.34 -0.20  0.09
23 O 2.03 -1.20 0.51  -0.67

- Charge: 0
- Frontier orbital gap: 5.58 eV
- HOMO level: -8.86 eV

(B)
Formula: C4H15N3O
Source: the OMol25 dataset
Level of theory: ωB97M-V/def2-TZVPD

Last column: natural (NBO) charge in e.
Cartesian coordinates (Å):
1 N -0.81 1.42 2.06  -0.86
2 C -1.64 1.66 0.91  -0.20
3 C -1.76 0.30 0.14  -0.24
4 N -0.37 -0.04 -0.18  -0.70
5 C -0.30 -0.57 -1.58  -0.25
6 C 1.19 -0.14 -2.04  -0.20
7 N 2.21 -0.91 -1.42  -0.89
8 H 0.08 1.03 1.97  0.36
9 H -1.25 0.83 2.78  0.34
10 H -1.24 2.46 0.23  0.19
11 H -2.60 2.04 1.25  0.19
12 H -2.38 -0.46 0.76  0.17
13 H -2.27 0.73 -0.69  0.20
14 H 0.28 -0.55 0.43  0.39
15 H -0.97 -0.20 -2.40  0.20
16 H -0.47 -1.64 -1.43  0.17
17 H 1.29 0.96 -1.86  0.19
18 H 1.45 -0.16 -3.26  0.17
19 H 2.45 -1.66 -2.03  0.38
20 H 2.21 -0.91 -0.42  0.38
21 O 1.85 -1.30 2.05  -0.97
22 H 1.83 -0.88 2.87  0.49
23 H 1.22 -1.99 1.87  0.49

- Structure (SMILES): NCCNCCN.O
- Charge: 0
- Frontier orbital gap: 8.78 eV
- HOMO level: -8.24 eV

Stability ranking, top and bottom: (B) is the most stable and (A) is the least stable.

(A)
Formula: C4H9NO2S
Source: the OMol25 dataset
Level of theory: ωB97M-V/def2-TZVPD

Last column: natural (NBO) charge in e.
Cartesian coordinates (Å):
1 C 1.66 -0.22 1.07  -0.58
2 C 1.36 -0.28 -0.27  -0.07
3 C 0.77 1.10 -0.67  -0.57
4 C -1.78 0.37 -0.22  -0.12
5 H 0.94 -1.08 1.81  0.26
6 H 3.09 -0.46 1.21  0.21
7 H 1.36 1.21 1.69  0.20
8 H 2.26 -0.32 -0.94  0.18
9 H 1.12 -2.32 -0.45  0.50
10 H 1.49 2.04 -0.74  0.26
11 H 0.50 1.05 -1.74  0.22
12 H -1.47 -0.40 -1.03  0.25
13 H -4.53 -0.72 0.35  0.47
14 N -2.96 0.43 0.42  -0.15
15 O 0.57 -1.36 -0.49  -0.72
16 O -3.66 -0.87 -0.04  -0.62
17 S -0.72 1.82 0.04  0.27

- Charge: 0
- Frontier orbital gap: 8.90 eV
- HOMO level: -8.66 eV

(B)
Formula: C4H9NO2S
Source: the OMol25 dataset
Level of theory: ωB97M-V/def2-TZVPD

Last column: natural (NBO) charge in e.
Cartesian coordinates (Å):
1 C 0.41 -0.82 1.65  -0.65
2 C -0.16 0.08 0.64  -0.10
3 C 0.81 0.96 -0.02  -0.49
4 S 0.84 2.41 1.18  -0.06
5 N -0.75 -0.85 -0.46  -0.66
6 C -1.37 -0.33 -1.60  0.89
7 O -2.16 0.57 -1.73  -0.59
8 O -1.08 -1.27 -2.65  -0.77
9 H -0.38 -1.51 2.02  0.24
10 H 1.44 -1.15 1.51  0.22
11 H 0.53 -0.25 2.62  0.24
12 H -1.14 0.42 1.00  0.24
13 H 0.58 1.25 -1.04  0.23
14 H 1.88 0.56 -0.12  0.23
15 H 2.06 2.82 1.14  0.12
16 H -0.10 -1.72 -0.61  0.41
17 H -1.39 -1.18 -3.52  0.50

- Structure (SMILES): C[C@@H](CS)NC(=O)O
- Charge: 0
- Frontier orbital gap: 10.03 eV
- HOMO level: -9.32 eV

(C)
Formula: C4H9NO2S
Source: the OMol25 dataset
Level of theory: ωB97M-V/def2-TZVPD

Last column: natural (NBO) charge in e.
Cartesian coordinates (Å):
1 C 0.16 2.86 1.19  -0.43
2 N 0.18 1.49 1.71  -0.62
3 C 0.01 0.39 0.93  0.53
4 O 0.13 -0.76 1.37  -0.67
5 S -0.42 0.74 -0.75  0.19
6 C -0.78 -0.91 -1.36  -0.57
7 C 0.39 -1.87 -1.63  -0.07
8 O 0.68 -2.72 -0.55  -0.73
9 H 1.03 3.01 0.48  0.21
10 H -0.79 3.07 0.67  0.22
11 H 0.24 3.53 2.05  0.22
12 H 0.40 1.24 2.66  0.41
13 H -1.45 -1.37 -0.66  0.24
14 H -1.33 -0.72 -2.30  0.24
15 H 1.29 -1.30 -1.93  0.16
16 H 0.19 -2.54 -2.47  0.18
17 H 0.60 -2.19 0.26  0.50

- Structure (SMILES): CNC(=O)SCCO
- Charge: 0
- Frontier orbital gap: 10.13 eV
- HOMO level: -9.53 eV

(D)
Formula: C4H9NO2S
Source: the OMol25 dataset
Level of theory: ωB97M-V/def2-TZVPD

Last column: natural (NBO) charge in e.
Cartesian coordinates (Å):
1 O 1.10 1.74 -0.61  -0.59
2 C 0.64 0.79 -0.02  0.70
3 C -0.75 0.21 -0.46  -0.53
4 C -1.36 1.12 -1.48  -0.47
5 S -3.09 0.47 -1.88  -0.08
6 N 1.17 0.24 1.13  -0.67
7 C 1.14 -1.17 1.45  0.09
8 O 2.10 -1.93 0.79  -0.72
9 H -1.31 0.12 0.48  0.23
10 H -0.52 -0.79 -0.87  0.23
11 H -1.45 2.12 -1.05  0.23
12 H -0.79 1.22 -2.40  0.23
13 H -3.11 -0.67 -1.22  0.12
14 H 1.88 0.77 1.64  0.40
15 H 0.14 -1.51 1.18  0.18
16 H 1.26 -1.27 2.54  0.16
17 H 2.95 -1.46 0.77  0.47

- Structure (SMILES): O=C(CCS)NCO
- Charge: 0
- Frontier orbital gap: 9.77 eV
- HOMO level: -9.14 eV

Stability ranking, top and bottom: (C) is the most stable and (A) is the least stable.

(A)
Formula: C4O3
Source: the OMol25 dataset
Level of theory: ωB97M-V/def2-TZVPD

Last column: natural (NBO) charge in e.
Cartesian coordinates (Å):
1 C 1.10 -0.20 -1.56  0.28
2 C 1.39 0.24 -0.37  -0.72
3 C -1.89 -0.55 -0.30  1.02
4 C 1.48 0.61 0.86  0.82
5 O -1.97 -1.62 -0.64  -0.50
6 O 1.65 0.98 1.94  -0.38
7 O -1.76 0.52 0.08  -0.53

- Charge: 0
- Frontier orbital gap: 10.47 eV
- HOMO level: -11.54 eV

(B)
Formula: C4O3
Source: the OMol25 dataset
Level of theory: ωB97M-V/def2-TZVPD

Last column: natural (NBO) charge in e.
Cartesian coordinates (Å):
1 C 0.06 -0.50 0.06  -0.69
2 C -1.15 -0.03 -0.11  0.79
3 C 0.91 1.57 0.31  0.48
4 C 0.97 -1.44 0.15  0.80
5 O 0.19 2.28 -0.22  -0.53
6 O 1.76 -2.29 0.19  -0.42
7 O -2.22 0.38 -0.20  -0.42

- Charge: 0
- Frontier orbital gap: 9.91 eV
- HOMO level: -9.88 eV

Stability ranking, top and bottom: (B) is the most stable and (A) is the least stable.